(1)
Here is an isolated molecule of C2H4N2O3S from OMol25. Energies are from wB97M-V/def2-TZVPD.

The calculation puts the frontier orbital gap at 9.241 eV. The value obtained for the energy relative to the best compared isomer or geometry (same formula, charge and spin) is 354.6 kJ/mol. As for the structure (SMILES): O=C(S)/C(=N\O)NO. The charge is 0.

Geometry as XYZ:
```
12
Properties=species:S:1:pos:R:3:nbo_charge:R:1
S -0.03884 2.53054 -0.98355 0.043
O -1.24574 1.00711 1.30681 -0.582
O 1.94559 0.87692 -1.02441 -0.537
O 0.45930 -2.47372 0.25414 -0.541
N -0.81886 -0.24156 0.87040 -0.157
N 0.60551 -1.36435 -0.56275 -0.315
C 0.10544 -0.16654 -0.01972 0.214
C 0.79821 1.01782 -0.65784 0.350
H -1.16421 2.26063 -0.27603 0.171
H -0.29654 -2.94973 -0.08315 0.473
H -1.93180 0.72846 1.99586 0.494
H 1.58195 -1.22559 -0.81974 0.387
```

***

(2)
Here is an isolated molecule of C2H4N2O4 from OMol25. Energies are from wB97M-V/def2-TZVPD.

The calculation puts the frontier orbital gap at 10.931 eV. The value obtained for the energy relative to the best compared isomer or geometry (same formula, charge and spin) is 396.5 kJ/mol. As for the structure (SMILES): [H]/N=[N+](\[O-])OC(=O)OC. The charge is 0.

Geometry as XYZ:
```
12
Properties=species:S:1:pos:R:3:nbo_charge:R:1
O 0.04206 -1.07623 -0.96406 -0.499
O -1.67782 -2.00955 0.12516 -0.566
O -0.62448 -0.16576 0.91613 -0.408
O -0.38470 -0.18193 3.10431 -0.358
N -2.36094 -0.86454 2.20130 -0.403
N -1.20166 -0.43067 2.26266 0.563
C -0.89286 -1.10696 0.02901 0.960
C 1.09573 -0.11140 -0.88964 -0.252
H 1.50779 -0.16808 -1.82276 0.194
H 1.74973 -0.47475 -0.11524 0.195
H -2.88114 -1.04964 3.05928 0.382
H 0.70758 0.94687 -0.81516 0.192
```